ORCA calculation (ωB97M-V/def2-TZVPD) on a molecular structure, C12H30KO10P.

Last column: Mulliken charge in e.
Cartesian coordinates (Å):
K (-4.394, -13.241, -5.540)  0.4337
P (-7.262, -13.430, -6.687)  0.3736
O (-8.573, -13.171, -7.503)  -0.9181
O (-6.034, -13.555, -7.644)  -0.7672
O (-7.279, -14.838, -6.004)  -0.7354
O (-6.920, -12.230, -5.665)  -0.6702
C (-4.722, -16.548, -5.501)  -0.6902
O (-3.434, -17.157, -5.883)  -0.3200
C (-3.569, -18.080, -6.929)  -0.5635
C (-2.198, -18.464, -7.583)  -0.6719
O (-1.397, -17.437, -8.148)  -0.4469
C (-1.034, -16.424, -7.254)  -0.5360
H (-4.621, -16.091, -4.517)  0.2683
H (-5.475, -17.336, -5.524)  0.3284
H (-4.968, -15.860, -6.310)  0.3000
H (-4.181, -17.619, -7.704)  0.3833
H (-4.190, -18.912, -6.596)  0.4584
H (-2.364, -19.245, -8.325)  0.3788
H (-1.621, -19.064, -6.880)  0.3461
H (-1.794, -15.666, -7.067)  0.1517
H (-0.159, -15.911, -7.654)  0.2599
H (-0.789, -16.768, -6.250)  0.3290
C (-0.864, -14.556, -3.678)  -0.9745
O (-1.360, -13.672, -4.706)  0.1721
C (-0.385, -12.960, -5.436)  -0.4491
C (-1.072, -11.827, -6.265)  -0.5134
O (-2.148, -12.302, -7.005)  -0.1527
C (-1.886, -12.511, -8.430)  -0.9238
H (-0.490, -15.426, -4.218)  0.1770
H (-1.628, -15.019, -3.053)  0.2698
H (-0.205, -14.010, -3.003)  0.4022
H (0.139, -13.589, -6.155)  0.2148
H (0.378, -12.614, -4.738)  0.4552
H (-0.420, -11.233, -6.907)  0.4988
H (-1.427, -11.112, -5.523)  -0.0036
H (-2.094, -11.609, -9.005)  0.2801
H (-2.520, -13.310, -8.814)  0.2520
H (-0.855, -12.817, -8.611)  0.4077
C (-1.507, -11.132, -2.166)  -0.1629
O (-2.621, -11.203, -1.265)  -0.4709
C (-3.769, -11.847, -1.827)  -0.0652
C (-4.629, -10.883, -2.652)  -0.7142
O (-4.085, -10.746, -3.921)  0.0779
C (-4.876, -9.929, -4.758)  -0.9171
H (-0.713, -10.597, -1.645)  0.3482
H (-1.754, -10.558, -3.059)  0.1511
H (-1.150, -12.126, -2.433)  -0.0699
H (-4.472, -12.177, -1.062)  0.3555
H (-3.395, -12.701, -2.392)  -0.0683
H (-4.610, -9.862, -2.270)  0.3923
H (-5.685, -11.150, -2.688)  0.4302
H (-5.962, -10.017, -4.771)  0.3605
H (-4.521, -10.142, -5.767)  0.2000
H (-4.525, -8.932, -4.495)  0.3482

Cartesian forces (eV/Å) of the 2 atoms listed first:
K -1.2 0.1 -0.6
P -1.1 -0.1 -0.9

The largest force on an atom comes out at 1.78 eV Å⁻¹. The charge is -2. The value obtained for the HOMO energy is 1.868 eV. The value obtained for the LUMO energy is 3.626 eV.

ORCA calculation (ωB97M-V/def2-TZVPD) on a molecular structure, C12H30N3NaO7.

Last column: Mulliken charge in e.
Cartesian coordinates (Å):
Na (32.888, 8.358, 8.126)  0.6434
N (31.757, 5.521, 7.908)  1.0427
O (31.996, 6.194, 6.873)  -0.5990
O (31.076, 4.491, 7.876)  -0.6810
O (32.230, 5.954, 9.000)  -0.6437
C (31.767, 9.040, 11.451)  -1.0595
O (32.603, 9.364, 10.359)  0.0784
C (33.429, 10.483, 10.596)  -0.8902
C (34.764, 10.377, 9.855)  -0.6666
N (34.553, 10.364, 8.405)  -0.0435
C (35.803, 10.052, 7.679)  -0.9574
C (36.225, 8.601, 7.851)  -0.6543
O (35.210, 7.770, 7.311)  0.0467
C (35.664, 6.457, 7.079)  -0.9428
H (31.035, 9.834, 11.652)  0.3840
H (32.364, 8.965, 12.368)  0.4088
H (31.255, 8.110, 11.224)  0.2142
H (33.645, 10.561, 11.670)  0.5008
H (32.907, 11.417, 10.348)  0.3560
H (35.178, 9.427, 10.180)  0.2542
H (35.370, 11.218, 10.206)  0.4133
H (34.213, 11.248, 8.047)  0.1938
H (36.625, 10.670, 8.069)  0.3873
H (35.639, 10.294, 6.631)  0.3525
H (36.356, 8.342, 8.904)  0.3821
H (37.194, 8.456, 7.365)  0.5265
H (34.895, 5.900, 6.539)  0.2308
H (35.855, 5.881, 7.990)  0.3078
H (36.539, 6.458, 6.418)  0.3554
C (26.456, 9.903, 8.567)  -0.8083
O (27.779, 9.430, 8.709)  -0.2829
C (28.137, 8.526, 7.677)  -0.8569
C (29.591, 8.132, 7.885)  -0.7632
N (30.482, 9.257, 8.193)  0.1331
C (30.508, 10.273, 7.134)  -0.8546
C (31.123, 9.735, 5.863)  -0.7848
O (32.494, 9.510, 6.120)  0.0172
C (33.205, 9.075, 4.965)  -0.7475
H (26.367, 10.775, 9.219)  0.2434
H (25.718, 9.181, 8.925)  0.2820
H (26.278, 10.222, 7.537)  0.3439
H (27.974, 9.027, 6.710)  0.3125
H (27.466, 7.661, 7.651)  0.5105
H (29.972, 7.541, 7.057)  0.2290
H (29.632, 7.477, 8.758)  0.4713
H (30.162, 9.707, 9.041)  0.2122
H (31.083, 11.134, 7.477)  0.4362
H (29.487, 10.601, 6.888)  0.3466
H (30.973, 10.451, 5.041)  0.5021
H (30.632, 8.815, 5.527)  0.4091
H (32.955, 8.048, 4.690)  0.2828
H (34.256, 9.111, 5.252)  0.0656
H (33.046, 9.770, 4.136)  0.3599

Cartesian forces (eV/Å) of the 2 atoms listed first:
Na -0.2 -0.5 0.1
N 0.0 -0.1 0.6

The largest force on an atom comes out at 1.57 eV Å⁻¹. The value obtained for the HOMO energy is -7.998 eV. As for the energy above the lowest of the compared OMol25 structures with the same formula, charge and spin: 0.000 eV. The value obtained for the LUMO energy is 0.006 eV.

ORCA calculation (ωB97M-V/def2-TZVPD) on 3 unconnected molecules or ions with the total composition C12H30NO5PS.

Last column: Mulliken charge in e.
Cartesian coordinates (Å):
C (2.219, -0.767, -1.513)  -0.7690
O (1.343, -1.780, -1.014)  -0.2159
C (0.629, -1.407, 0.064)  0.3200
O (1.010, -0.564, 0.865)  -0.6127
N (-0.620, -2.067, 0.209)  0.5047
C (-1.663, -1.460, -0.629)  -0.7032
C (-2.929, -1.173, 0.189)  -0.2818
C (-3.790, -0.082, -0.449)  -0.7364
S (-5.155, -0.798, -1.419)  -0.2279
P (-0.568, -3.816, 0.166)  0.0163
C (-0.428, -4.284, -1.605)  -1.0326
O (0.982, -4.077, 0.629)  -0.4964
H (1.789, 0.217, -1.395)  0.2514
H (2.311, -0.964, -2.574)  0.3040
H (3.203, -0.855, -1.074)  0.3186
H (-1.306, -0.509, -1.014)  0.4134
H (-1.925, -2.056, -1.500)  0.2773
H (-2.600, -0.912, 1.186)  0.0566
H (-3.504, -2.091, 0.225)  0.4227
H (-3.195, 0.527, -1.119)  0.3567
H (-4.170, 0.578, 0.319)  0.3561
H (-4.809, -0.366, -2.635)  0.1242
H (-1.314, -4.870, -1.824)  0.3657
H (0.425, -4.925, -1.789)  0.3582
H (-0.431, -3.448, -2.293)  0.3170
H (1.002, -4.260, 1.568)  0.3183
C (1.321, 0.200, 5.912)  -1.2591
C (0.082, 0.532, 5.095)  0.3048
C (-0.189, -0.528, 4.040)  -0.9169
O (0.228, 1.811, 4.476)  -0.5519
H (2.202, 0.154, 5.266)  0.3037
H (1.504, 0.971, 6.661)  0.3344
H (1.216, -0.760, 6.419)  0.3475
H (-0.778, 0.620, 5.760)  0.3218
H (0.643, -0.593, 3.337)  0.1780
H (-1.077, -0.275, 3.461)  0.1782
H (-0.339, -1.511, 4.494)  0.3970
H (0.979, 1.758, 3.877)  0.3477
C (0.743, 4.032, -2.341)  -1.2354
C (1.502, 3.105, -3.279)  0.7581
C (2.574, 3.852, -4.058)  -1.3532
O (0.596, 2.463, -4.176)  -0.5459
H (0.234, 4.815, -2.910)  0.3491
H (-0.019, 3.479, -1.792)  0.2889
H (1.412, 4.507, -1.623)  0.3601
H (1.965, 2.305, -2.700)  0.0073
H (2.120, 4.630, -4.678)  0.3395
H (3.106, 3.172, -4.723)  0.3348
H (3.296, 4.322, -3.389)  0.3632
H (0.171, 3.147, -4.702)  0.3430

Cartesian forces (eV/Å) of the 2 atoms listed first:
C 0.3 -0.4 -0.5
O -0.8 0.4 0.0

The largest force on an atom comes out at 1.97 eV Å⁻¹. The value obtained for the HOMO energy is -8.599 eV. As for the energy above the lowest of the compared OMol25 structures with the same formula, charge and spin: 0.000 eV. The value obtained for the LUMO energy is 0.529 eV. The SMILES is COC(=O)N(CCCS)P(C)O.CC(C)O.CC(C)O.

ORCA calculation (ωB97M-V/def2-TZVPD) on 8 unconnected molecules or ions with the total composition C12H30NO8.

Last column: Mulliken charge in e.
Cartesian coordinates (Å):
C (-4.058, 1.071, 1.556)  -1.2603
C (-2.618, 0.887, 0.853)  0.5310
C (-2.559, 0.458, -0.662)  -0.4830
C (-1.143, 0.248, -1.270)  -0.1098
C (0.137, 0.450, -0.421)  0.1943
C (1.543, 0.168, -1.174)  0.5381
C (2.625, -0.592, -0.254)  -1.0250
C (2.575, -2.191, -0.547)  0.3677
C (1.597, -2.865, 0.556)  -0.2007
C (1.486, -4.471, 0.388)  0.3889
N (0.764, -5.073, -0.773)  -0.6587
O (2.012, -5.278, 1.204)  -0.5986
C (0.012, 0.904, 1.057)  -0.3413
C (-1.364, 1.122, 1.717)  -0.2772
H (-4.004, 1.631, 2.548)  0.2975
H (-4.396, -0.003, 1.823)  0.3188
H (-4.854, 1.482, 0.854)  0.2839
H (-3.533, 0.315, -1.249)  0.1811
H (-1.121, -0.101, -2.364)  0.1810
H (1.277, -0.562, -2.030)  -0.5890
H (1.953, 1.111, -1.683)  0.1746
H (2.346, -0.511, 0.867)  0.0063
H (2.261, -2.408, -1.627)  -0.4610
H (3.638, -2.579, -0.321)  0.2715
H (0.546, -2.408, 0.448)  0.0457
H (2.044, -2.694, 1.592)  0.3085
H (0.742, -4.320, -1.479)  0.1915
H (-0.200, -5.266, -0.455)  0.2973
H (0.998, 1.039, 1.624)  0.1796
H (-1.392, 1.427, 2.807)  0.2759
O (-3.336, 3.655, -0.674)  -0.6446
H (-2.820, 4.348, -1.106)  0.3272
H (-2.679, 3.133, -0.196)  0.3220
O (0.842, -1.604, -3.840)  -0.6394
H (1.778, -1.822, -3.736)  0.2687
H (0.738, -1.464, -4.789)  0.2519
O (0.152, 1.937, 4.207)  -0.6317
H (1.108, 1.904, 4.078)  0.3028
H (-0.003, 1.342, 4.950)  0.2959
O (-2.156, 4.675, -3.241)  -0.6046
H (-2.046, 4.312, -4.128)  0.2835
H (-3.108, 4.821, -3.165)  0.3147
O (0.568, 3.646, -1.132)  -0.6678
H (0.088, 2.824, -1.300)  0.3733
H (1.496, 3.383, -1.164)  0.3339
O (1.436, 2.816, 6.549)  -0.5876
H (1.355, 2.933, 7.504)  0.2872
H (1.136, 3.657, 6.183)  0.3170
O (2.670, -4.787, -2.986)  -0.6182
H (3.183, -5.492, -3.398)  0.2723
H (2.284, -5.206, -2.201)  0.4152

Cartesian forces (eV/Å) of the 2 atoms listed first:
C 0.6 -1.5 -0.2
C 1.4 0.0 -1.0

The largest force on an atom comes out at 4.73 eV Å⁻¹. The charge is -1. The value obtained for the HOMO energy is -1.665 eV. The value obtained for the LUMO energy is 2.276 eV.

Question: Look up the largest force on an atom of the third one.
Answer: 1.97 eV Å⁻¹

Question: Number 1 is which compound?
Answer: C12H30KO10P